# 1
This record from OMol25 describes a 3-piece molecular cluster, C24H46FN3O4 overall at a distorted geometry. The level of theory is ωB97M-V with the def2-TZVPD basis set.

XYZ file:
```
78
Properties=species:S:1:pos:R:3
C 1.963 5.907 1.000
C 1.364 6.866 0.105
C -0.081 6.674 -0.254
N -0.725 7.953 -0.658
C -1.622 8.455 0.292
O -1.261 9.172 1.142
O -2.950 8.162 0.197
C -3.342 7.007 0.916
C -3.201 5.682 0.106
F -2.623 5.884 -1.105
H 2.481 5.035 0.615
H 1.928 6.011 2.078
H 1.931 7.674 -0.335
H -0.620 6.137 0.525
H -0.078 6.023 -1.135
H 0.021 8.624 -0.764
H -4.406 7.119 1.096
H -2.865 6.923 1.894
H -4.187 5.249 -0.056
H -2.659 4.942 0.696
C 3.808 -0.173 1.084
C 2.652 0.817 0.829
C 1.369 0.017 0.604
C 1.382 -0.736 -0.725
C 1.674 0.206 -1.893
C 2.879 1.136 -1.693
N 2.937 1.725 -0.322
O 2.112 2.715 -0.269
C 4.200 0.399 -1.992
C 2.817 2.224 -2.769
C 2.563 1.617 2.129
H 3.681 -0.647 2.058
H 3.859 -0.992 0.372
H 4.772 0.339 1.091
H 0.500 0.683 0.628
H 1.228 -0.693 1.422
H 2.113 -1.549 -0.704
H 0.412 -1.213 -0.878
H 1.817 -0.381 -2.802
H 0.778 0.812 -2.062
H 5.055 1.050 -1.802
H 4.238 0.108 -3.042
H 4.341 -0.516 -1.423
H 1.866 2.754 -2.767
H 2.928 1.774 -3.756
H 3.617 2.954 -2.640
H 3.494 2.160 2.309
H 2.400 0.946 2.972
H 1.745 2.337 2.129
C -3.761 -5.035 1.299
C -2.910 -4.476 0.139
C -3.146 -5.343 -1.098
C -2.532 -6.734 -0.955
C -1.049 -6.651 -0.597
C -0.712 -5.701 0.560
N -1.461 -4.411 0.490
O -0.871 -3.645 -0.364
C -0.976 -6.375 1.922
C 0.802 -5.472 0.555
C -3.469 -3.070 -0.078
H -4.818 -4.847 1.107
H -3.683 -6.111 1.432
H -3.507 -4.552 2.244
H -2.725 -4.855 -1.983
H -4.219 -5.435 -1.284
H -3.069 -7.321 -0.205
H -2.646 -7.278 -1.896
H -0.677 -7.651 -0.363
H -0.508 -6.329 -1.493
H -0.780 -5.680 2.740
H -0.310 -7.229 2.054
H -1.984 -6.761 2.043
H 1.163 -5.113 -0.408
H 1.319 -6.409 0.758
H 1.097 -4.752 1.321
H -3.335 -2.462 0.819
H -4.537 -3.119 -0.290
H -3.001 -2.552 -0.913
```

Properties
Multiplicity: 3
Gap between HOMO and LUMO (alpha / beta) in eV: 3.29 / 3.24
HOMO level (alpha / beta) in eV: -5.513 / -5.476
Expectation value of S²: 2.013
E in Ha: -1506.76084
Total charge: 0

Here are the Mulliken charges for atoms 1 to 4, given in e: atom 1 (C): -1.0752, atom 2 (C): -0.1988, atom 3 (C): -0.0066, atom 4 (N): -0.2556

# 2
This record from OMol25 describes C24H46IrNO3P as an isolated structure. The level of theory is ωB97M-V with the def2-TZVPD basis set.

XYZ file:
```
76
Properties=species:S:1:pos:R:3
Ir 0.777 -1.137 0.963
N 0.199 -1.452 3.202
C -0.480 -2.766 3.351
C -1.168 -3.078 2.044
O -2.370 -3.523 2.099
O -0.577 -2.858 0.971
H 1.030 -1.415 3.784
H -0.408 -0.703 3.526
H -1.187 -2.779 4.177
H 0.272 -3.537 3.524
C -1.091 4.446 1.103
C 0.325 4.055 0.652
C 0.477 2.532 0.508
C -0.852 1.937 0.014
C -1.910 2.060 1.131
C -1.701 3.342 1.958
P -0.616 0.221 -0.551
C 0.207 0.156 -2.192
C -0.291 1.249 -3.173
C 0.712 2.394 -3.274
C 2.042 1.900 -3.862
C 2.356 0.452 -3.446
C 1.746 0.138 -2.083
C -2.139 -0.780 -0.793
C -3.038 -0.989 0.429
C -3.890 -2.207 0.210
C -4.093 -2.619 -1.209
C -4.270 -1.327 -2.045
C -3.008 -0.433 -2.016
H -1.732 4.628 0.235
H -1.061 5.384 1.655
H 1.065 4.415 1.368
H 0.557 4.533 -0.302
H 0.717 2.073 1.473
H 1.308 2.303 -0.159
H -1.182 2.502 -0.862
H -1.862 1.192 1.797
H -2.906 2.061 0.684
H -1.039 3.138 2.803
H -2.654 3.656 2.382
H -0.106 -0.820 -2.576
H -1.283 1.614 -2.902
H -0.406 0.788 -4.157
H 0.874 2.826 -2.282
H 0.302 3.196 -3.887
H 2.847 2.564 -3.544
H 2.006 1.959 -4.950
H 3.433 0.286 -3.425
H 1.952 -0.252 -4.179
H 2.100 0.870 -1.351
H 2.075 -0.844 -1.723
H -1.673 -1.749 -1.010
H -3.709 -0.127 0.546
H -2.492 -1.028 1.378
H -4.668 -2.407 0.941
H -2.887 -3.397 1.232
H -4.953 -3.275 -1.318
H -3.227 -3.168 -1.600
H -5.120 -0.780 -1.635
H -4.528 -1.579 -3.072
H -3.305 0.618 -1.996
H -2.426 -0.583 -2.926
C 4.607 -1.636 0.391
C 3.778 -1.536 1.662
C 3.338 -2.902 2.161
C 4.471 -0.717 2.735
O 2.582 -0.774 1.284
H 5.555 -2.125 0.617
H 4.820 -0.644 -0.006
H 4.092 -2.226 -0.368
H 4.211 -3.531 2.336
H 2.713 -3.408 1.420
H 2.805 -2.825 3.112
H 5.381 -1.227 3.050
H 3.834 -0.592 3.612
H 4.744 0.266 2.355
```

Properties
Relative energy (zero: lowest compared OMol25 entry of this formula, charge and spin) in kJ/mol: 0.0
Multiplicity: 6
Gap between HOMO and LUMO (alpha / beta) in eV: 8.48 / 7.25
HOMO level (alpha / beta) in eV: -14.106 / -15.796
Expectation value of S²: 8.765
E in Ha: -1667.58334
Total charge: +2

Here are the Mulliken charges for atoms 1 to 4, given in e: atom 1 (Ir): 1.9222, atom 2 (N): -0.6743, atom 3 (C): -0.5183, atom 4 (C): 0.6203

# 3
This record from OMol25 describes a 7-piece molecular cluster, C24H46N2O30PS7 overall at a distorted geometry. The level of theory is ωB97M-V with the def2-TZVPD basis set.

XYZ file:
```
110
Properties=species:S:1:pos:R:3
C -2.641 -0.077 -3.702
C -1.628 0.682 -2.812
C -0.291 -0.078 -2.624
C 0.941 0.834 -2.763
C 1.357 1.469 -1.419
C 2.241 2.686 -1.696
N 2.652 3.519 -0.562
C 1.678 3.754 0.488
C 2.374 4.683 1.604
O 2.232 4.266 2.760
O 2.996 5.667 1.213
P 0.261 4.705 -0.143
O -0.775 4.884 1.073
O -0.512 3.776 -1.224
S 0.704 6.385 -0.977
N 3.944 3.224 -0.070
C 4.132 1.857 0.428
C 4.601 0.744 -0.485
O 3.923 1.626 1.587
C 4.963 3.703 -0.860
C 4.651 4.973 -1.609
O 6.061 3.158 -0.903
H -3.134 0.598 -4.405
H -3.425 -0.556 -3.110
H -2.149 -0.861 -4.281
H -2.109 0.817 -1.840
H -1.471 1.673 -3.247
H -0.288 -0.504 -1.617
H -0.238 -0.875 -3.366
H 0.675 1.665 -3.427
H 1.788 0.336 -3.247
H 1.867 0.678 -0.858
H 0.429 1.706 -0.903
H 1.679 3.336 -2.380
H 3.101 2.340 -2.275
H 1.363 2.870 1.056
H -1.445 4.187 1.051
H -1.276 4.266 -1.561
H 3.924 -0.097 -0.313
H 4.541 0.997 -1.542
H 5.598 0.410 -0.207
H 3.993 5.597 -0.995
H 4.129 4.754 -2.544
H 5.572 5.512 -1.834
C -3.884 -5.746 -2.987
C -4.475 -4.358 -2.959
O -3.623 -3.630 -2.062
S -2.128 -4.180 -2.176
O -1.384 -3.342 -3.046
O -1.669 -4.498 -0.872
O -2.463 -5.539 -2.958
H -4.165 -6.316 -2.099
H -4.165 -6.301 -3.879
H -5.498 -4.349 -2.599
H -4.424 -3.888 -3.946
C 0.154 4.125 -7.531
C -1.205 4.772 -7.363
O -1.910 3.889 -6.483
S -0.878 3.219 -5.451
O -0.907 3.941 -4.234
O -1.052 1.816 -5.519
O 0.465 3.602 -6.238
H 0.117 3.295 -8.240
H 0.919 4.833 -7.840
H -1.743 4.874 -8.301
H -1.126 5.749 -6.880
C -5.923 -3.831 2.490
C -7.327 -4.284 2.158
O -7.619 -3.640 0.904
S -6.274 -3.507 0.050
O -6.208 -4.574 -0.894
O -6.139 -2.163 -0.376
O -5.250 -3.811 1.219
H -5.915 -2.818 2.898
H -5.412 -4.487 3.181
H -8.055 -3.992 2.910
H -7.373 -5.365 2.008
C 8.594 4.487 -2.264
C 8.902 5.689 -1.403
O 10.240 6.065 -1.789
S 10.462 5.743 -3.335
O 10.263 6.927 -4.096
O 11.655 4.982 -3.466
O 9.199 4.797 -3.539
H 9.061 3.582 -1.874
H 7.528 4.319 -2.376
H 8.863 5.466 -0.342
H 8.235 6.524 -1.624
C -4.426 -6.000 7.959
C -5.826 -6.487 7.659
O -6.156 -5.851 6.415
S -4.828 -5.709 5.537
O -4.785 -6.780 4.605
O -4.715 -4.356 5.117
O -3.760 -5.973 6.683
H -4.440 -4.988 8.360
H -3.888 -6.654 8.639
H -6.541 -6.202 8.425
H -5.858 -7.569 7.513
C 0.828 -3.815 9.079
C 0.859 -3.681 7.571
O 0.108 -4.815 7.107
S -1.050 -5.158 8.141
O -2.268 -4.584 7.696
O -0.977 -6.538 8.467
O -0.496 -4.293 9.368
H 1.546 -4.558 9.431
H 1.004 -2.871 9.587
H 1.866 -3.707 7.165
H 0.354 -2.774 7.236
```

Properties
Gap between HOMO and LUMO in eV: 6.10
HOMO level in eV: -4.758
E in Ha: -6437.45267
Total charge: -1

Here are the Mulliken charges for atoms 1 to 4, given in e: atom 1 (C): -1.2452, atom 2 (C): 0.1239, atom 3 (C): -0.7440, atom 4 (C): -0.4106

# 4
This record from OMol25 describes a 3-piece molecular cluster, C24H47Br3F5NO4PSi overall at a distorted geometry. The level of theory is ωB97M-V with the def2-TZVPD basis set.

XYZ file:
```
86
Properties=species:S:1:pos:R:3
C -6.018 -3.020 1.862
C -4.919 -2.773 1.026
C -4.113 -1.378 0.951
C -4.236 -0.573 2.324
F -5.541 -0.110 2.609
F -3.409 0.582 2.354
C -3.758 -1.437 3.604
F -4.539 -1.064 4.710
F -2.416 -1.051 3.887
O -2.768 -1.900 1.093
P -1.724 -1.422 -0.218
F -0.993 -0.148 0.741
C -0.421 -2.571 0.704
N 0.173 -1.963 1.947
Si -0.085 -0.977 -1.662
C 0.036 -2.488 -2.844
C 1.596 -0.577 -0.822
C -0.484 0.568 -2.774
O -2.943 -0.449 -0.954
C -4.314 -0.537 -0.444
C -4.956 -1.458 -1.608
Br -3.847 -2.282 -3.045
C -6.336 -1.717 -1.727
C -6.901 -2.603 -2.942
Br -7.648 -1.025 -0.441
C -4.728 1.021 -0.358
Br -3.040 2.131 -0.491
C -5.683 1.594 -1.481
C -6.964 2.279 -0.770
H -6.042 -4.037 2.382
H -6.851 -2.274 2.076
H -4.565 -3.580 0.323
H -3.715 -2.545 3.412
H -2.128 -2.704 -0.797
H 0.347 -3.009 -0.010
H -1.053 -3.464 1.065
H 1.091 -2.431 2.068
H -0.392 -2.338 2.728
H 0.130 -2.072 -3.909
H -0.917 -3.099 -2.764
H 0.967 -3.104 -2.606
H 1.515 0.087 0.091
H 2.035 -1.569 -0.446
H 2.358 -0.196 -1.589
H 0.342 0.613 -3.565
H -0.366 1.513 -2.148
H -1.503 0.462 -3.252
H -8.001 -2.842 -2.742
H -6.352 -3.581 -3.061
H -6.798 -1.941 -3.869
H -5.165 1.339 0.649
H -6.051 0.888 -2.275
H -5.165 2.454 -2.029
H -6.721 3.323 -0.371
H -7.276 1.681 0.156
H -7.839 2.333 -1.503
C 5.786 2.863 -1.370
C 5.433 1.386 -1.355
O 5.127 0.862 -2.640
C 6.157 0.942 -3.612
C 7.424 0.202 -3.218
H 4.968 3.448 -1.802
H 5.976 3.219 -0.354
H 6.679 3.064 -1.966
H 4.540 1.245 -0.742
H 6.227 0.796 -0.884
H 6.371 1.989 -3.851
H 5.756 0.494 -4.525
H 7.873 0.613 -2.312
H 8.165 0.265 -4.018
H 7.206 -0.852 -3.025
C 5.363 4.002 4.237
C 4.939 3.262 2.980
O 6.012 2.609 2.315
C 6.705 1.618 3.058
C 5.820 0.471 3.514
H 6.133 4.743 4.002
H 4.508 4.513 4.685
H 5.779 3.328 4.987
H 4.526 3.982 2.270
H 4.137 2.549 3.195
H 7.224 2.077 3.907
H 7.483 1.223 2.399
H 5.026 0.808 4.184
H 6.412 -0.277 4.046
H 5.341 -0.006 2.656
```

Properties
Gap between HOMO and LUMO in eV: 6.53
HOMO level in eV: -4.240
E in Ha: -10150.43766
Total charge: -1

Here are the Mulliken charges for atoms 1 to 4, given in e: atom 1 (C): -0.9389, atom 2 (C): -0.7749, atom 3 (C): 0.4822, atom 4 (C): 0.7214

# 5
This record from OMol25 describes a 3-piece molecular cluster, C24H47Cl2F3IN3O6 overall. The level of theory is ωB97M-V with the def2-TZVPD basis set.

XYZ file:
```
86
Properties=species:S:1:pos:R:3
C 3.407 2.257 0.524
C 1.954 2.552 0.251
O 1.614 3.130 -0.754
N 0.978 2.134 1.171
C 1.449 1.647 2.467
C -0.002 1.252 0.545
C -1.278 1.148 1.386
C -1.280 0.145 2.540
O -1.577 0.833 3.793
C -2.723 0.479 4.397
O -2.805 0.315 5.569
O 0.624 -0.004 0.307
C 0.411 -0.684 -0.941
C -1.046 -0.736 -1.425
C -2.085 -1.592 -0.696
C -3.493 -1.357 -1.272
I -4.817 -0.505 0.197
C 1.245 0.026 -2.052
C 0.598 1.097 -2.923
C 1.594 1.620 -3.934
F 2.795 1.919 -3.415
F 1.128 2.731 -4.541
F 1.814 0.707 -4.916
C 1.073 -2.091 -0.756
N 0.445 -3.042 0.128
N -0.142 -2.541 1.347
C 2.606 -1.913 -0.404
Cl 3.029 -2.715 1.150
C 3.634 -2.453 -1.432
C 3.170 -3.640 -2.255
Cl 4.289 -1.175 -2.516
H 3.848 3.029 1.158
H 3.540 1.292 1.016
H 3.918 2.248 -0.437
H 1.966 0.683 2.427
H 0.606 1.581 3.144
H 2.131 2.374 2.908
H -0.265 1.739 -0.392
H -1.475 2.142 1.792
H -2.103 0.923 0.708
H -2.018 -0.644 2.399
H -0.304 -0.297 2.704
H -3.589 0.431 3.714
H -1.461 0.275 -1.487
H -1.013 -1.091 -2.463
H -2.086 -1.370 0.366
H -1.868 -2.654 -0.800
H -3.501 -0.672 -2.118
H -3.983 -2.290 -1.529
H 1.608 -0.744 -2.736
H 2.115 0.465 -1.567
H 0.241 1.972 -2.381
H -0.213 0.718 -3.547
H 0.983 -2.565 -1.734
H -0.193 -3.662 -0.341
H 0.629 -2.110 1.852
H -0.388 -3.374 1.876
H 2.815 -0.868 -0.202
H 4.504 -2.751 -0.856
H 2.747 -4.406 -1.601
H 2.427 -3.344 -2.998
H 4.012 -4.044 -2.816
C -3.939 0.286 -6.581
C -3.895 1.013 -5.247
C -3.959 2.521 -5.420
O -2.717 0.642 -4.522
H -3.082 0.576 -7.196
H -3.896 -0.793 -6.433
H -4.849 0.527 -7.132
H -4.728 0.681 -4.624
H -3.104 2.869 -6.005
H -3.929 3.019 -4.451
H -4.871 2.819 -5.938
H -1.960 0.923 -5.050
C 0.862 -0.967 7.240
C 1.550 0.044 6.337
C 1.702 1.397 7.015
O 0.845 0.177 5.106
H -0.145 -0.622 7.490
H 0.771 -1.929 6.736
H 1.416 -1.110 8.169
H 2.536 -0.333 6.056
H 0.717 1.804 7.262
H 2.203 2.103 6.352
H 2.278 1.316 7.937
H -0.046 0.501 5.296
```

Properties
Gap between HOMO and LUMO in eV: 8.42
HOMO level in eV: -8.192
SMILES: CC(=O)N(C)[C@H](CCOC=O)O[C@@](CCCI)(CCC(F)(F)F)[C@H](NN)[C@@H](Cl)[C@@H](C)Cl.CC(C)O.CC(C)O
E in Ha: -3076.04254
Total charge: 0

Here are the Mulliken charges for atoms 1 to 4, given in e: atom 1 (C): -1.4602, atom 2 (C): 0.9641, atom 3 (O): -0.6130, atom 4 (N): 0.1463